Entry from the Open Molecules 2025 dataset: a cluster of 2 separate species, C3H9O2 in total at a distorted geometry (ωB97M-V/def2-TZVPD).

The geometry in XYZ format:
```
14
Properties=species:S:1:pos:R:3:nbo_charge:R:1
C -1.8927 -0.2466 1.9655 -0.2082
O -1.3794 0.4956 0.9219 -1.0108
H -1.3516 -1.2474 1.8873 0.0804
H -2.9184 -0.5919 1.7319 0.0959
H -1.8274 0.0966 3.0274 0.0928
C 1.2925 -0.4238 -0.6000 -0.0519
O 1.0525 0.8726 -0.1921 -0.7967
C 1.0937 -0.5063 -2.1368 -0.6297
H 0.5910 -1.0724 -0.0586 0.1901
H 2.3635 -0.6460 -0.4997 0.1305
H 0.2090 1.0610 0.2877 0.5430
H 0.1029 -0.2258 -2.4915 0.2048
H 1.3923 -1.4414 -2.6146 0.1749
H 1.7194 0.2404 -2.6689 0.1851
```

Output
Kohn-Sham gap, eV: 6.68
Energy relative to the best compared isomer or geometry (same formula, charge and spin), eV: 1.144
Charge: -1
Molecular weight, g/mol: 77.10
Calculated total energy, Eh: -270.14371